1.
The following is a DFT calculation (ωB97M-V with the def2-TZVPD basis set) of a cluster of 7 separate species, C44H41B2ClFN2O26 in total at a distorted geometry.

```
117
Properties=species:S:1:pos:R:3:forces:R:3
C 5.465 0.922 1.012 -0.265 0.073 -0.433
C 5.179 2.417 1.124 0.631 0.280 0.524
C 4.262 2.808 2.279 -0.187 -0.544 -0.520
Cl 4.292 4.664 2.313 0.105 -0.127 0.009
B 2.748 2.169 2.225 -0.251 0.271 0.027
C 1.741 3.191 3.103 -0.333 -1.211 0.032
C 0.500 2.514 3.637 0.064 0.999 -0.976
C -0.534 1.920 2.692 0.096 -0.308 0.868
N 0.261 2.432 4.877 -0.529 -0.578 1.081
C 2.184 1.876 0.694 0.741 0.790 -1.465
C 1.726 3.111 -0.038 3.097 -3.209 0.754
O 0.682 3.548 0.114 -4.844 2.795 0.236
F 2.557 3.710 -0.924 0.909 0.092 -0.361
B 2.689 0.687 3.072 0.742 -0.166 0.081
N 3.211 0.582 4.442 -0.811 0.175 -0.361
O 2.131 -0.486 2.532 -0.056 0.400 0.682
H 4.563 0.321 0.902 -0.105 0.034 0.142
H 6.046 0.760 0.100 0.191 -0.105 0.133
H 6.016 0.543 1.873 0.049 0.020 0.044
H 4.831 2.844 0.185 -0.275 -0.181 -0.065
H 6.142 2.910 1.308 0.054 0.003 -0.153
H 4.759 2.499 3.202 0.019 0.347 0.129
H 1.474 4.086 2.539 0.036 0.042 -0.012
H 2.307 3.456 4.002 0.067 0.430 -0.130
H -0.904 2.607 1.935 0.397 0.048 -0.202
H -0.100 1.013 2.269 -0.062 0.128 -0.371
H -1.381 1.597 3.297 -0.023 0.008 0.060
H 1.006 2.870 5.418 0.074 0.021 -0.103
H 1.299 1.247 0.716 -0.099 -0.025 0.163
H 2.900 1.368 0.037 0.166 -0.048 0.305
H 2.547 0.137 5.073 0.293 -0.154 0.099
H 3.395 1.506 4.811 0.128 -0.073 0.117
H 2.044 -1.116 3.262 -0.032 -0.323 -0.401
C 1.666 -2.260 -0.109 0.046 -0.049 0.092
C 1.686 -2.313 -1.450 0.122 0.201 0.332
C 1.064 -3.450 -2.207 -0.171 -0.425 0.149
O 1.097 -3.444 -3.427 0.334 0.231 0.159
C 0.448 -4.528 -1.444 -0.021 0.070 -0.253
C 0.432 -4.478 -0.107 -0.235 -0.360 -0.264
C 1.031 -3.331 0.651 0.415 0.635 -0.072
O 0.963 -3.347 1.865 -0.159 -0.402 0.056
O -0.114 -5.439 0.638 0.133 0.215 0.250
O 2.257 -1.363 -2.189 -0.139 -0.297 -0.288
H 2.108 -1.444 0.452 -0.086 0.005 0.039
H 0.019 -5.351 -1.999 -0.002 0.003 0.004
H 0.009 -5.151 1.565 -0.020 0.035 -0.028
H 2.131 -1.635 -3.118 -0.005 0.088 0.042
C -0.930 -5.598 -7.351 0.042 0.014 0.212
C -1.108 -4.933 -8.498 0.054 -0.493 0.030
C -1.264 -3.443 -8.530 -0.025 0.532 0.358
O -1.405 -2.897 -9.609 -0.003 -0.286 -0.174
C -1.243 -2.722 -7.265 -0.008 -0.031 -0.303
C -1.066 -3.385 -6.114 -0.076 0.556 -0.069
C -0.886 -4.876 -6.083 0.033 -0.459 -0.237
O -0.718 -5.426 -5.014 -0.151 0.213 0.118
O -1.041 -2.766 -4.939 -0.236 -0.667 -0.309
O -1.159 -5.549 -9.679 -0.047 0.387 -0.076
H -0.817 -6.672 -7.317 0.010 0.005 -0.015
H -1.373 -1.650 -7.300 0.007 0.000 0.034
H -0.889 -3.463 -4.268 0.276 0.155 0.073
H -1.293 -4.842 -10.341 0.015 -0.034 0.018
C 5.893 3.552 -4.031 0.069 -0.015 0.194
C 5.585 4.264 -5.119 0.037 -0.479 0.018
C 5.452 5.756 -5.075 -0.001 0.506 0.404
O 5.189 6.348 -6.109 -0.006 -0.271 -0.194
C 5.639 6.426 -3.797 -0.025 -0.011 -0.337
C 5.944 5.715 -2.702 -0.111 0.530 0.078
C 6.106 4.224 -2.752 -0.106 -0.460 -0.288
O 6.403 3.639 -1.732 0.122 0.194 0.127
O 6.118 6.282 -1.515 0.144 -0.469 -0.026
O 5.380 3.697 -6.311 -0.027 0.387 -0.058
H 5.994 2.476 -4.052 -0.018 0.003 -0.006
H 5.522 7.500 -3.775 -0.004 -0.004 0.033
H 6.321 5.555 -0.891 -0.127 0.080 0.080
H 5.176 4.432 -6.921 0.001 -0.030 0.026
C -5.773 3.273 5.965 -0.066 -0.188 0.189
C -4.853 3.820 5.160 -0.484 0.158 0.022
C -3.436 3.332 5.148 0.561 -0.489 0.347
O -2.636 3.848 4.398 -0.423 0.506 -0.350
C -3.067 2.251 6.053 0.145 -0.107 0.025
C -3.984 1.710 6.861 0.373 -0.033 -0.108
C -5.407 2.180 6.860 -0.287 0.315 -0.210
O -6.206 1.636 7.605 0.172 -0.142 0.108
O -3.697 0.719 7.713 -0.413 0.082 0.059
O -5.132 4.822 4.330 0.387 -0.077 -0.065
H -6.799 3.613 5.986 0.006 0.005 -0.018
H -2.032 1.923 6.032 0.032 0.070 -0.092
H -4.533 0.513 8.171 0.052 -0.009 -0.025
H -4.293 5.023 3.869 -0.031 -0.007 -0.002
C -3.752 0.717 -1.367 0.078 -0.127 -0.186
C -3.601 0.547 -0.047 -0.337 0.307 -0.222
C -2.570 -0.390 0.511 0.704 -0.209 -0.390
O -2.452 -0.501 1.716 -0.498 0.657 0.237
C -1.744 -1.134 -0.427 -0.064 0.243 0.334
C -1.891 -0.962 -1.741 0.375 -0.240 0.239
C -2.904 -0.014 -2.304 -0.355 0.370 0.086
O -2.981 0.112 -3.512 0.171 -0.217 -0.033
O -1.135 -1.628 -2.615 -0.476 0.470 -0.166
O -4.349 1.196 0.844 0.249 -0.295 0.216
H -4.489 1.390 -1.782 0.019 0.029 0.025
H -1.017 -1.814 -0.018 0.025 0.053 0.024
H -1.421 -1.338 -3.504 0.128 -0.085 -0.027
H -4.036 0.905 1.723 0.012 0.140 -0.021
C -5.940 -4.038 2.124 -0.122 -0.285 -0.061
C -4.858 -3.257 1.997 -0.438 0.252 0.245
C -3.570 -3.784 1.433 0.313 -0.486 -0.186
O -2.631 -3.019 1.321 -0.336 -0.668 0.144
C -3.511 -5.192 1.052 0.093 0.197 0.000
C -4.592 -5.968 1.185 0.437 -0.134 -0.167
C -5.887 -5.435 1.720 -0.293 0.506 0.234
O -6.839 -6.191 1.799 0.162 -0.260 -0.106
O -4.589 -7.260 0.851 -0.374 0.084 0.129
O -4.862 -1.979 2.362 0.403 -0.236 -0.242
H -6.873 -3.670 2.526 0.015 0.030 0.000
H -2.574 -5.565 0.664 0.005 -0.012 -0.010
H -5.490 -7.585 1.043 0.040 0.004 -0.021
H -3.960 -1.631 2.182 0.003 0.120 0.183
```
Forces are in eV/Å.

For the calculated total energy, the calculation gives -4376.96768 hartree. Its charge is -1. For the largest force on an atom, the calculation gives 5.6 eV/A. As for the HOMO energy: -5.3933 eV.

These are the Mulliken partial charges, in e, on atoms 1 to 2: -1.045 -0.269

=====

2.
The following is a DFT calculation (ωB97M-V with the def2-TZVPD basis set) of a structure of composition C44H41N3ORuS2Te at a distorted geometry.

```
93
Properties=species:S:1:pos:R:3:forces:R:3
Ru -0.568 -0.133 -2.173 0.019 -0.502 1.376
C 0.374 -0.108 -5.477 -0.089 -0.032 -0.020
C -1.035 -0.584 -5.303 0.011 0.076 0.076
C -1.770 -0.867 -6.475 0.047 -0.035 -0.084
C -3.060 -1.279 -6.396 -0.041 0.014 -0.029
C -3.657 -1.442 -5.132 0.033 -0.008 -0.021
C -4.996 -1.873 -5.004 -0.025 0.011 -0.077
C -5.546 -2.031 -3.768 -0.010 -0.017 0.117
C -4.766 -1.782 -2.624 -0.082 -0.026 0.006
C -3.462 -1.358 -2.716 0.036 -0.060 0.111
S -2.557 -1.041 -1.253 0.146 0.223 -0.151
C -2.876 -1.163 -3.990 0.131 -0.030 -0.065
N -1.564 -0.718 -4.090 -0.142 0.087 -0.137
H 0.600 0.008 -6.535 -0.011 0.007 -0.005
H 1.081 -0.816 -5.047 0.011 0.026 0.025
H 0.523 0.850 -4.984 0.014 0.019 0.022
H -1.283 -0.743 -7.432 -0.003 0.012 0.038
H -3.640 -1.481 -7.289 0.024 -0.010 0.021
H -5.567 -2.071 -5.904 0.030 0.018 0.040
H -6.573 -2.353 -3.659 0.046 0.002 0.014
H -5.192 -1.920 -1.637 -0.015 -0.011 -0.053
S 3.882 -0.769 -2.786 0.064 -0.038 -0.010
C 3.569 0.876 -3.132 0.151 -0.042 -0.046
C 2.250 1.177 -3.014 -0.195 0.073 0.028
C 1.439 0.057 -2.642 0.076 0.004 -0.106
C 2.211 -1.065 -2.489 0.095 -0.144 0.014
C 1.683 -2.377 -2.103 -0.023 0.106 0.009
C 2.427 -3.551 -2.096 0.071 -0.013 -0.009
C 1.815 -4.729 -1.705 0.039 -0.025 -0.002
C 0.481 -4.710 -1.329 0.016 -0.029 0.018
C -0.196 -3.503 -1.373 0.020 0.110 -0.036
N 0.387 -2.367 -1.754 0.046 -0.009 -0.163
H 4.385 1.530 -3.404 -0.084 -0.028 0.021
H 1.872 2.174 -3.202 0.013 -0.042 0.022
H 3.464 -3.538 -2.405 -0.018 -0.011 0.031
H 2.374 -5.657 -1.698 -0.012 0.039 0.004
H -0.029 -5.609 -1.012 -0.001 0.035 -0.010
H -1.240 -3.427 -1.094 -0.005 0.012 -0.035
C 1.360 -2.766 7.757 0.006 0.027 -0.072
C 1.116 -2.185 6.389 0.031 -0.025 0.079
C -0.157 -2.164 5.834 -0.083 -0.012 0.027
C -0.396 -1.611 4.583 -0.054 0.020 -0.033
C -1.797 -1.613 4.016 0.159 0.056 0.037
C 0.682 -1.058 3.880 -0.060 0.032 -0.299
Te 0.253 -0.185 1.960 0.512 -0.504 0.989
N -0.241 0.643 -0.444 -0.478 0.319 -1.358
C -1.179 1.526 -0.024 -0.178 0.228 -0.018
O -1.478 1.692 1.168 -0.021 -0.095 -0.127
C -1.906 2.225 -1.139 0.215 -0.070 -0.004
C -1.206 2.530 -2.315 -0.275 0.509 0.102
C -1.910 2.927 -3.448 0.081 -0.019 -0.030
C -3.295 3.001 -3.413 -0.029 0.008 0.010
C -3.978 2.731 -2.232 -0.030 0.010 -0.030
C -3.286 2.343 -1.095 -0.034 0.029 0.056
C 1.257 1.614 2.392 -0.121 0.012 -0.083
C 2.335 2.018 1.610 0.068 -0.091 -0.129
C 2.932 1.194 0.493 -0.033 0.096 0.129
C 2.925 3.248 1.898 0.056 0.012 -0.016
C 2.470 4.058 2.924 0.034 0.029 0.009
C 3.112 5.389 3.214 -0.052 -0.068 -0.016
C 1.386 3.619 3.683 0.015 0.028 0.016
C 0.758 2.409 3.439 -0.070 0.009 0.021
C -0.431 2.018 4.280 0.134 -0.016 -0.057
C 1.990 -1.120 4.381 -0.017 -0.031 0.054
C 3.212 -0.658 3.621 -0.153 0.011 0.124
C 2.172 -1.676 5.644 0.058 0.005 -0.042
H 0.432 -3.092 8.223 0.017 0.005 -0.014
H 1.831 -2.029 8.409 -0.013 -0.013 -0.003
H 2.033 -3.624 7.698 -0.016 0.008 0.002
H -0.988 -2.588 6.391 0.040 0.032 -0.022
H -2.496 -2.096 4.697 0.030 0.007 0.000
H -1.834 -2.153 3.066 -0.038 -0.002 -0.002
H -2.156 -0.596 3.835 -0.025 -0.014 0.009
H -0.128 2.625 -2.277 0.068 -0.258 -0.092
H -1.376 3.187 -4.354 -0.012 0.032 0.038
H -3.841 3.299 -4.299 -0.004 -0.020 0.023
H -5.058 2.812 -2.201 0.037 -0.004 -0.011
H -3.808 2.090 -0.180 0.020 0.011 -0.032
H 2.315 0.340 0.211 -0.004 0.005 -0.041
H 3.919 0.823 0.780 -0.020 -0.007 0.019
H 3.061 1.806 -0.400 -0.016 -0.031 0.019
H 3.768 3.573 1.294 -0.030 -0.011 0.029
H 3.986 5.554 2.584 -0.013 -0.002 0.017
H 3.423 5.451 4.258 0.000 0.002 -0.023
H 2.406 6.202 3.035 0.018 -0.015 0.006
H 1.008 4.250 4.481 0.016 -0.029 -0.028
H -0.764 2.862 4.882 0.020 0.002 -0.022
H -0.184 1.198 4.958 -0.021 0.023 -0.027
H -1.268 1.712 3.650 -0.033 -0.010 -0.008
H 3.046 -0.661 2.546 0.023 0.002 -0.085
H 4.050 -1.325 3.825 -0.024 0.021 0.026
H 3.506 0.353 3.913 -0.032 -0.003 -0.034
H 3.180 -1.726 6.049 -0.054 -0.001 -0.019
```
Forces are in eV/Å.

The energy relative to the best compared isomer or geometry (same formula, charge and spin) comes out at 0.0 kJ/mol. For the calculated total energy, the calculation gives -3099.80796 hartree. Its charge is +1. For the largest force on an atom, the calculation gives 1.5 eV/A. As for the HOMO energy (spin up / spin down): -10.1521 / -10.1437 eV. As for the spin multiplicity: 6.

These are the Mulliken partial charges, in e, on atoms 1 to 2: -0.118 -1.220